{
  "formula": "C6H9ClN2S2",
  "method": "ωB97M-V with the def2-TZVPD basis set",
  "species": ["C", "C", "C", "C", "C", "C", "N", "N", "S", "S", "Cl", "H", "H", "H", "H", "H", "H", "H", "H", "H"],
  "coordinates": [[4.4726, 0.5960, -0.5819], [-1.9870, 0.6373, 0.6931], [-0.7074, 0.4433, 0.4042], [4.2830, -1.7763, -0.2618], [-4.1335, 0.1667, -0.4422], [-3.0660, -0.3752, 0.5117], [4.7816, -0.6786, -0.6239], [1.8115, 0.9090, 0.1039], [3.1832, 1.6519, -0.1957], [0.4623, 1.7503, 0.5215], [2.7544, -2.0372, 0.5513], [5.2784, 1.2529, -0.8913], [-2.3043, 1.6076, 1.0493], [-0.2874, -0.4846, 0.0518], [4.8240, -2.6879, -0.4469], [-4.9003, -0.5775, -0.6383], [-3.6798, 0.4529, -1.3874], [-4.6130, 1.0432, -0.0154], [-2.6452, -1.3004, 0.1180], [-3.5270, -0.5934, 1.4798]],
  "forces_ev_per_a": [[-0.594, 1.302, 0.142], [0.289, -0.166, 0.019], [-0.038, 0.368, 0.070], [-0.395, -0.009, 0.080], [0.096, -0.177, 0.105], [-0.152, 0.071, -0.066], [0.289, -0.790, -0.075], [0.767, -0.446, -0.308], [-0.027, -0.399, 0.005], [-0.119, 0.269, 0.089], [0.168, -0.046, 0.033], [-0.043, 0.298, 0.045], [-0.065, 0.237, 0.059], [0.033, -0.198, -0.102], [-0.055, -0.258, 0.012], [-0.110, -0.074, -0.019], [0.004, 0.033, -0.130], [-0.082, 0.145, 0.016], [0.018, -0.067, 0.055], [0.015, -0.091, -0.029]],
  "nbo_charge": [-0.279, -0.185, -0.377, 0.087, -0.596, -0.425, -0.456, -0.899, 0.773, 0.532, -0.044, 0.210, 0.196, 0.235, 0.192, 0.211, 0.208, 0.202, 0.206, 0.210],
  "energy_ev": -43537.3624,
  "de_lowest_ev": 0.000,
  "homo_lumo_gap_ev": [6.6, 6.7],
  "multiplicity": 1,
  "e_lumo_ha": [-0.0256, -0.0268],
  "largest_force_ev_per_a": 1.4
}